1.
C16H45N3O7 | wB97M-V/def2-TZVPD

Last column: Mulliken charge in e.
Cartesian coordinates (Å):
O 0.4377 -3.9558 -2.0018  -0.472
O -4.7979 -2.1997 -3.9582  -0.355
O 3.1645 3.7693 1.0111  -0.237
O -2.2449 0.0049 0.8304  -0.226
O 5.0137 -3.3518 3.4853  -0.529
O 0.7891 -1.1428 -1.9569  -0.400
O 1.8507 -1.5713 3.9526  -0.609
N 0.1096 -1.5408 1.5629  -0.561
N -4.0665 -0.4083 -1.6679  -0.680
N 1.1328 6.4996 2.3958  -0.777
C 2.5590 5.0415 1.1570  -0.847
C 1.1899 -3.2871 -3.0060  -0.457
C -2.7809 0.9416 1.7476  -0.747
C -3.0993 -2.7401 -1.5070  -1.376
C -3.2171 -1.4209 -2.3131  1.214
C -0.9215 0.3112 0.3973  -0.674
C 0.1499 -0.0418 1.4402  0.964
C 2.7818 -2.4708 3.3612  -0.155
C -5.0927 -2.2120 -5.3428  -0.802
C 1.6265 5.1191 2.3775  0.504
C 1.5042 0.4422 1.0539  -1.169
C 0.3951 4.1680 2.3231  -1.084
C 0.7390 -1.8420 -3.1761  -0.212
C 4.2149 -2.2219 3.8337  -0.442
C 3.8191 3.6088 -0.2360  -0.785
C -3.4940 -1.6538 -3.7857  -0.951
H 0.6917 3.1467 2.0629  -0.050
H 4.0892 2.5557 -0.2999  0.223
H -0.3565 4.4166 1.5626  0.344
H -4.0249 -3.3104 -1.6205  0.385
H -5.8914 -2.9145 -5.5817  0.270
H -2.9371 -2.5617 -0.4454  0.293
H 0.5768 -2.0093 0.7909  0.118
H -4.1589 -0.6943 -0.6964  0.162
H 2.4821 -3.4728 3.7093  0.348
H -0.8804 -1.7625 1.4662  0.197
H -0.2287 -1.8054 -3.6921  0.008
H 3.3170 5.8235 1.2422  0.392
H 2.2704 0.4127 1.8317  0.424
H 1.1605 -3.8257 -3.9611  0.379
H -2.1852 -1.0529 -2.2319  -0.247
H 2.6671 -2.4815 2.2751  0.171
H -0.8126 -0.1791 -0.5573  -0.058
H -0.0005 0.2832 2.4746  0.375
H -3.4495 -0.6571 -4.2339  0.465
H -2.7703 -2.4147 -4.0875  0.383
H 0.9274 -4.7261 -1.7105  0.278
H -3.7785 1.2301 1.4138  0.261
H -2.2762 -3.3040 -1.9511  0.311
H -2.1894 1.8609 1.7854  0.223
H 1.1215 -1.4868 3.3091  0.388
H -0.9158 1.3915 0.2066  0.430
H 1.4425 1.5313 0.9242  0.045
H 4.6915 4.2659 -0.2670  0.328
H 0.1028 -1.5039 -1.3868  0.055
H -4.2571 -2.5592 -5.9577  0.313
H 1.9268 5.2373 0.2803  0.293
H 2.1788 4.9321 3.2996  0.345
H 0.6953 6.6692 3.2984  0.293
H 4.6669 -4.1211 3.9455  0.313
H 3.1052 3.8041 -1.0442  0.347
H 1.3669 -1.3253 -3.9029  0.371
H 2.2360 -3.3195 -2.6767  0.327
H -2.8171 0.5043 2.7466  0.317
H 4.5930 -1.3493 3.3087  0.250
H -5.0316 -0.4950 -1.9870  0.320
H 4.2587 -2.1104 4.9151  0.254
H -5.3997 -1.2127 -5.6561  0.303
H -0.2230 4.1757 3.2231  0.423
H 1.9171 0.0294 0.1313  0.210
H 0.3369 6.5393 1.7659  0.285

Charge = 0
Multiplicity = 1
Energy = -1327.43305 hartree
Relative energy (zero: lowest compared OMol25 entry of this formula, charge and spin) = 92.6 kJ/mol



2.
C16H46O10 | wB97M-V/def2-TZVPD

Last column: Mulliken charge in e.
Cartesian coordinates (Å):
O 4.5536 -0.3629 -0.2928  -0.576
O -3.3173 3.6145 1.7266  -0.534
O -2.2784 -3.3527 -3.2740  -0.572
O 3.3225 -4.7106 1.5072  -0.551
O 3.2212 1.4894 -1.8337  -0.605
O 0.1529 -0.7333 -0.4095  -0.311
O -2.5120 -0.6122 3.1200  -0.552
O 1.8146 3.7752 -1.0168  -0.343
O -0.9770 5.1974 2.2814  -0.591
O -1.8492 2.1420 -3.6023  -0.485
C -0.0055 4.6253 1.3984  -0.295
C -3.6497 -1.2423 1.1316  -0.856
C 2.1891 -4.9052 1.1394  0.630
C -1.3565 1.0906 -4.4328  -0.395
C -1.1185 1.2611 -0.2811  -0.502
C -3.5316 2.6276 2.7245  -0.429
C 2.9256 4.5989 -0.7046  -0.805
C -1.6872 -2.6413 -2.2070  0.138
C 1.7131 -6.2929 0.7822  -1.223
C -2.7652 -1.4924 2.3281  0.922
C 1.1613 -3.8031 1.0837  -0.025
C 3.7103 -1.4442 0.0861  -0.219
C 2.2882 1.0198 -2.7910  -0.598
C 0.6427 0.6483 1.4570  -1.076
C -0.0840 0.2970 0.1948  1.004
C -2.2149 -2.8853 2.5040  -1.044
H -3.0178 -3.5280 2.8679  0.394
H 3.6310 4.0861 -0.0441  0.315
H -4.3356 1.9796 2.3785  0.109
H -2.7753 -4.0923 -2.9194  0.319
H -1.3855 -2.8414 3.2030  0.319
H -3.8361 3.0673 3.6811  0.352
H -0.5157 4.4340 0.4562  0.211
H -1.4580 1.0206 -1.2874  0.098
H 0.3616 3.6562 1.7424  0.139
H 2.8989 -1.5397 -0.6333  -0.005
H -3.0702 -0.8143 0.3125  -0.001
H -1.6967 -1.5739 -2.4362  -0.106
H -1.8903 -3.2539 1.5287  0.161
H -4.4184 -0.5232 1.4121  0.297
H 2.5724 -6.9331 0.5965  0.361
H 3.3080 -1.3188 1.0957  0.131
H 1.7013 1.8548 -3.1797  0.347
H -1.4053 1.3614 -5.4899  0.345
H 3.4541 4.9197 -1.6078  0.290
H 2.7224 0.4815 -3.6387  0.430
H -2.6520 2.0000 2.8994  0.147
H -0.6974 2.2722 -0.3518  -0.053
H 1.5358 0.3553 -2.3373  0.036
H 1.1782 -6.7083 1.6406  0.304
H 3.5937 0.7269 -1.3583  0.316
H 1.5603 -2.8423 1.3998  -0.232
H -1.2513 2.8843 -3.7305  0.293
H -0.6469 -2.9305 -2.0403  0.147
H -2.2448 -2.7488 -1.2695  0.008
H -1.9744 1.3728 0.3891  0.163
H 5.4766 -0.5940 -0.1751  0.305
H 0.8065 5.3209 1.1994  0.270
H 2.5589 5.4902 -0.1963  0.267
H 0.3209 -4.0542 1.7323  0.302
H 1.0596 -0.2312 1.9417  0.170
H -4.1383 -2.1560 0.7902  0.395
H 1.4745 1.3080 1.1859  0.307
H 0.8121 -3.6768 0.0551  0.066
H 2.2063 2.9339 -1.2991  0.344
H -2.5103 4.1018 1.9452  0.351
H -0.5867 5.3143 3.1515  0.284
H -0.3331 0.8128 -4.1643  0.079
H 1.0389 -6.2864 -0.0731  0.333
H -0.0259 1.1681 2.1434  0.198
H 4.2351 -2.4040 0.1378  0.414
H -1.9898 0.2200 -4.2732  0.169

Charge = 0
Multiplicity = 1
Energy = -1389.50136 hartree
Relative energy (zero: lowest compared OMol25 entry of this formula, charge and spin) = 0.0 kJ/mol



3.
C16H46O25P5V | wB97M-V/def2-TZVPD

Last column: Mulliken charge in e.
Cartesian coordinates (Å):
V 17.6018 2.3136 -11.1648  1.372
P 14.3593 4.0507 -10.7389  -0.261
P 13.4661 4.4223 -16.4856  0.672
P 13.4026 -0.4461 -9.6926  0.637
P 20.6180 1.3328 -9.6715  0.486
P 17.2623 -3.1854 -15.2521  1.018
O 17.0100 1.1315 -10.1541  -0.122
O 13.5876 -1.8169 -9.0751  -0.736
O 19.6294 1.4062 -10.7677  -0.441
O 12.1224 3.4409 -16.6634  -0.270
O 18.8363 4.1926 -11.6805  -0.750
O 22.0158 0.5475 -10.0534  -0.387
O 13.7712 4.0909 -9.2308  -0.222
O 13.6454 0.8123 -8.6089  -0.245
O 21.2166 2.8148 -9.1722  -0.410
O 14.3488 3.8452 -15.1789  -0.012
O 17.6939 4.2228 -10.0493  -0.657
O 14.3537 -0.0102 -10.8973  0.350
O 18.6305 6.0831 -10.3549  -0.555
O 12.9290 4.0917 -11.5450  -0.334
O 20.1317 0.6927 -8.2863  -0.376
O 18.6152 -4.0754 -15.6646  -0.327
O 12.6779 5.6784 -15.8206  -0.289
O 14.9707 5.5116 -10.9534  -0.247
O 17.4694 1.7870 -12.6369  -0.532
O 16.0461 -3.3245 -16.1234  -0.686
O 14.3243 4.7884 -17.7159  -0.719
O 17.9099 -1.7182 -14.9750  -0.207
O 15.3425 2.9806 -11.0799  0.917
O 16.9571 -3.8589 -13.7711  -0.229
O 11.9177 -0.1412 -10.2863  -0.249
C 14.4361 4.4638 -8.0635  -0.652
C 18.4565 4.8404 -10.7093  1.138
C 18.7602 -4.6689 -17.0123  -0.655
C 20.5205 3.6629 -8.2188  -0.553
C 14.8902 6.1412 -12.2234  -0.462
C 13.4006 6.8170 -15.3169  -0.642
C 10.8337 -0.5309 -9.4305  -0.920
C 12.3251 2.8071 -12.0091  -0.133
C 14.4690 -1.0003 -12.0336  -0.552
C 22.6777 0.8693 -11.2412  -0.604
C 16.8521 -5.2867 -13.4982  -0.650
C 16.9854 -0.6769 -14.8381  -0.472
C 19.2268 -0.4566 -8.3576  -0.566
C 11.3781 3.6411 -17.8474  -0.705
C 14.9458 2.5614 -15.1803  -0.554
C 14.8757 0.6581 -7.9198  -0.581
H 14.7167 0.1130 -6.9894  0.389
H 19.8118 3.0117 -7.7071  0.320
H 19.0351 -0.7098 -9.4003  0.276
H 18.0407 -4.1743 -17.6647  0.304
H 18.0428 6.1160 -9.5965  0.339
H 14.6594 -0.3794 -12.9090  -0.261
H 15.8383 -5.6872 -13.5056  0.295
H 23.3096 0.0155 -11.4856  0.238
H 19.6987 -4.3888 -17.4908  0.272
H 20.1485 4.6066 -8.6176  0.159
H 10.2306 -1.2316 -10.0081  0.310
H 21.9653 1.2036 -11.9955  0.264
H 17.2570 0.0014 -14.0293  0.147
H 11.3289 4.6849 -18.1573  0.313
H 14.0606 5.4539 -7.8048  0.272
H 16.8427 0.0034 -15.6777  0.306
H 14.6291 5.5964 -13.1307  -0.148
H 10.3508 0.3215 -8.9527  0.262
H 15.8818 6.5119 -12.4831  0.391
H 18.7449 -5.7577 -17.0621  0.255
H 13.6051 -1.6547 -12.1493  0.464
H 13.1885 7.6600 -15.9747  0.340
H 17.2791 -5.5367 -12.5270  0.255
H 11.7072 2.3106 -11.2608  0.196
H 16.0103 2.7264 -15.0140  0.275
H 23.3280 1.7328 -11.1018  0.251
H 10.3983 3.1642 -17.8723  0.258
H 15.2437 -1.7055 -11.7324  0.389
H 12.9815 7.0244 -14.3323  0.188
H 14.4886 6.7512 -15.3174  0.324
H 14.7579 1.9919 -16.0905  0.432
H 14.6183 2.0241 -14.2902  0.052
H 18.2767 -0.3539 -7.8334  0.170
H 11.9611 3.1420 -18.6214  0.295
H 15.3179 1.6246 -7.6780  0.144
H 11.1726 -1.2331 -8.6688  0.392
H 14.1215 6.9074 -12.3252  0.363
H 21.2551 3.9667 -7.4730  0.325
H 19.6699 -1.2550 -7.7624  0.331
H 11.7164 3.0823 -12.8703  0.362
H 14.1513 3.6177 -7.4381  0.279
H 15.6170 0.1264 -8.5163  0.135
H 15.4981 4.7077 -8.0356  0.187
H 15.9514 -0.8753 -14.5560  0.272
H 13.0886 2.0605 -12.2275  -0.245
H 17.4584 -5.8708 -14.1906  0.236

Charge = 0
Multiplicity = 1
Energy = -5169.40490 hartree
Relative energy (zero: lowest compared OMol25 entry of this formula, charge and spin) = 459.6 kJ/mol